ORCA calculation (ωB97M-V with the def2-TZVPD basis set) on C3H9ClFeO4P as an isolated structure.

Structure (XYZ):
```
19
Properties=species:S:1:pos:R:3:lowdin_charge:R:1
Fe 1.7588 6.2777 -2.8865 1.0810
Cl 1.5945 4.9281 -1.0740 -0.0253
C 0.1883 -1.3507 2.5370 -0.0036
O 0.4109 -0.7584 1.2405 -0.1004
P -0.7882 -0.2088 0.3328 0.4524
O -1.5680 0.8716 0.9772 0.0559
O -1.6007 -1.5254 -0.0008 -0.1451
C -1.0226 -2.5098 -0.9038 -0.0209
O -0.0593 0.2194 -0.9895 -0.1640
C 0.6677 1.4552 -1.1106 -0.0707
H 0.6949 -0.6832 3.2411 0.1205
H 0.6948 -2.3165 2.5440 0.1240
H -0.8575 -1.4353 2.8252 0.1114
H 0.0647 -2.5084 -0.8822 0.0982
H -1.3392 -2.3503 -1.9340 0.1092
H -1.4266 -3.4619 -0.5701 0.1122
H 1.6441 1.3441 -0.6384 0.1045
H 0.1431 2.2435 -0.5695 0.0674
H 0.8000 1.7692 -2.1385 0.0934
```

Computed properties:
- Highest occupied orbital energy (spin up / spin down): -18.33 / -18.06 eV
- HOMO-LUMO gap (spin up / spin down): 0.297 / 0.230 hartree
- Spin multiplicity: 6
- Net charge: +2

---

ORCA calculation (ωB97M-V with the def2-TZVPD basis set) on C13H5BaCl4NO6 as an isolated structure.

Structure (XYZ):
```
30
Properties=species:S:1:pos:R:3:lowdin_charge:R:1
Ba 0.0684 0.2363 0.4472 2.0733
O -3.2114 -0.4376 -3.2440 0.1472
C -2.1547 -0.4491 -2.4350 -0.4639
O -2.1128 0.1571 -1.3938 0.0044
C -1.0329 -1.2918 -2.9577 -0.1656
C -1.1222 -1.9752 -4.1644 0.0386
C -0.0359 -2.7289 -4.5669 -0.0084
C 1.0873 -2.7713 -3.7574 0.0244
C 1.0857 -2.0543 -2.5660 -0.1613
N 0.0416 -1.3289 -2.1776 0.1175
C 2.2447 -2.0165 -1.5948 -0.4536
O 3.3412 -2.7137 -1.8953 0.1653
O 2.2005 -1.3830 -0.5758 0.0138
H -3.8947 0.1249 -2.8437 0.1537
H -2.0192 -1.9119 -4.7621 0.1289
H -0.0603 -3.2773 -5.4984 0.1246
H 1.9343 -3.3633 -4.0785 0.1189
H 3.2707 -3.1850 -2.7345 0.1031
Cl 1.4657 3.4124 6.8225 0.6277
C 0.6654 2.9168 5.3719 -0.7273
C -0.6186 3.3556 5.0965 -0.7275
Cl -1.4380 4.4049 6.2002 0.6269
C -1.2525 2.9447 3.9171 -0.6269
Cl -2.8583 3.4771 3.5456 0.6554
C -0.6277 2.1007 3.0026 -0.4582
O -1.1883 1.6927 1.8854 -0.4518
C 0.7053 1.6457 3.2893 -0.4578
O 1.2809 0.8498 2.4162 -0.4540
C 1.3152 2.0674 4.4679 -0.6271
Cl 2.9207 1.5016 4.7837 0.6598
```

Computed properties:
- Highest occupied orbital energy: -5.84 eV
- HOMO-LUMO gap: 0.137 hartree
- Spin multiplicity: 1

---

ORCA calculation (ωB97M-V with the def2-TZVPD basis set) on a 2-piece molecular cluster, CH3Br3P overall.

Structure (XYZ):
```
8
Properties=species:S:1:pos:R:3:lowdin_charge:R:1
C -0.8632 0.6180 0.7895 -0.4009
P -2.7710 -3.8831 2.0111 0.1465
Br -0.8347 -4.7368 2.4676 0.3470
Br -1.2060 -1.3356 0.9982 0.5014
Br -3.3057 -2.8632 3.8567 0.3271
H -0.4107 0.9245 1.7433 0.0273
H -1.8413 1.0481 0.9627 0.0228
H -0.1170 0.8696 0.0778 0.0288
```

Computed properties:
- Highest occupied orbital energy: -14.28 eV
- HOMO-LUMO gap: 0.237 hartree
- Spin multiplicity: 1
- Net charge: +1

---

Maximum force values, unit eV/A, following the record order: 4.903 0.630 3.341.
E_tot values, unit Ha, following the record order: -2485.19705 -2870.97400 -8102.99214.
ΔE to the lowest compared entry with this formula, charge and spin values, unit eV, following the record order: 0.913 0.343 2.239.